(1)
This record from the Open Molecules 2025 dataset describes a molecular structure, C29H18F9N7PRh. The level of theory is ωB97M-V with the def2-TZVPD basis set.

The geometry in XYZ format:
```
65
Properties=species:S:1:pos:R:3
Rh 1.989 -0.289 0.415
N 1.674 1.741 3.973
C 1.249 0.569 4.551
C 1.226 -0.365 3.560
N 1.629 0.227 2.390
C 1.897 1.498 2.674
C 2.298 2.297 1.540
N 2.320 1.652 0.376
C 2.711 2.546 -0.594
C 2.924 3.747 0.007
N 2.655 3.573 1.346
H 1.808 2.611 4.465
H 1.018 0.499 5.599
H 0.962 -1.406 3.627
H 2.826 2.268 -1.626
H 3.251 4.691 -0.393
H 2.755 4.288 2.051
N 2.533 -1.006 -1.283
C 3.230 -1.375 -2.172
N 3.803 -1.751 -3.217
C 5.036 -2.250 -3.301
N 6.100 -2.692 -3.380
F -4.592 1.113 4.613
C -3.278 1.295 4.732
F -2.842 0.524 5.743
F -3.053 2.571 5.066
C -2.555 0.919 3.456
C -1.818 1.866 2.756
C -1.125 1.483 1.622
C -1.169 0.156 1.191
C -1.947 -0.777 1.873
C -2.643 -0.390 3.008
P -0.140 -0.304 -0.204
C -0.321 -2.033 -0.597
C 0.078 -2.985 0.345
C 0.071 -4.330 0.016
C -0.338 -4.715 -1.252
C -0.732 -3.774 -2.195
C -0.713 -2.428 -1.878
C -0.385 -6.181 -1.634
F 0.228 -6.943 -0.725
F 0.206 -6.376 -2.816
F -1.656 -6.587 -1.733
C -0.573 0.762 -1.577
C -1.896 1.220 -1.631
C -2.322 1.969 -2.714
C -1.432 2.271 -3.734
C -0.122 1.818 -3.692
C 0.309 1.058 -2.617
C -1.919 3.071 -4.926
F -2.521 2.264 -5.806
F -2.799 4.002 -4.545
F -0.904 3.681 -5.545
H -1.801 2.893 3.093
H -0.563 2.222 1.059
H -2.027 -1.797 1.519
H -3.253 -1.106 3.544
H 0.385 -2.685 1.342
H 0.380 -5.077 0.735
H -1.045 -4.097 -3.180
H -0.999 -1.693 -2.619
H -2.597 0.988 -0.840
H -3.343 2.323 -2.762
H 0.557 2.054 -4.500
H 1.320 0.685 -2.599
```

As for the charge: +2. The value obtained for the maximum force is 1.419 eV Å⁻¹. As for the highest occupied orbital energy (spin up / spin down): -0.5241 / -0.5241 Eh.

(2)
This record from the Open Molecules 2025 dataset describes 2 unconnected molecules or ions with the total composition C2H3P. The level of theory is ωB97M-V with the def2-TZVPD basis set.

The geometry in XYZ format:
```
6
Properties=species:S:1:pos:R:3
C 1.521 -0.881 -0.094
C 0.326 -0.746 -0.189
P -1.413 -0.409 -0.246
H 2.566 -0.726 -0.183
H -1.849 2.356 -0.187
H -1.153 0.405 0.898
```

The value obtained for the maximum force is 1.238 eV Å⁻¹. As for the highest occupied orbital energy (spin up / spin down): -0.3187 / -0.3687 Eh. For the energy above the lowest of the compared OMol25 structures with the same formula, charge and spin, the calculation gives 81.0 kcal/mol.

One value per record, in order, for total energy: -77536.6112 -11405.2237 eV.